Here is a structure of composition C44H45FN9O12S2Ti from the OMol25 dataset. Energies are from the ωB97M-V functional and the def2-TZVPD basis.

Geometry as XYZ:
```
114
Properties=species:S:1:pos:R:3
Ti -1.46 -0.69 1.35
C -4.39 -0.61 1.49
C -4.96 -1.77 1.90
C -4.33 -2.19 3.14
C -3.37 -1.29 3.48
C -3.31 -0.24 2.43
C -3.33 1.20 2.94
C -2.59 -1.26 4.76
C -4.73 -3.40 3.94
C -6.09 -2.49 1.22
C -4.83 0.24 0.33
H -3.27 1.92 2.12
H -2.50 1.40 3.62
H -4.26 1.38 3.48
H -3.22 -0.92 5.59
H -1.73 -0.60 4.70
H -2.22 -2.25 5.02
H -3.88 -3.79 4.51
H -5.10 -4.20 3.31
H -5.52 -3.15 4.65
H -7.06 -2.19 1.62
H -6.01 -3.57 1.34
H -6.10 -2.27 0.15
H -4.16 1.07 0.16
H -5.84 0.63 0.50
H -4.88 -0.33 -0.60
F 0.05 3.55 -4.85
C 0.63 3.51 -3.63
C -0.12 3.29 -2.51
C 0.49 3.28 -1.26
C -0.34 2.94 -0.07
O -1.56 2.86 -0.14
C 0.44 2.70 1.12
C 1.76 2.99 1.17
N 2.47 3.43 0.09
C 3.89 3.66 0.25
C 4.33 4.48 1.41
C 4.42 5.05 0.02
C 1.87 3.49 -1.15
C 2.62 3.68 -2.31
C 2.02 3.68 -3.56
N 2.78 3.82 -4.74
C 3.96 4.62 -4.79
C 5.21 3.75 -4.88
N 5.06 2.83 -6.07
C 3.81 1.99 -5.97
C 2.61 2.92 -5.85
C -0.13 1.98 2.30
O -0.06 2.37 3.43
O -0.68 0.84 1.93
H -1.19 3.12 -2.57
H 2.33 2.83 2.07
H 4.51 2.82 -0.03
H 5.24 4.18 1.91
H 3.56 4.88 2.06
H 5.39 5.15 -0.44
H 3.70 5.81 -0.25
H 3.70 3.78 -2.24
H 4.03 5.25 -3.90
H 3.93 5.29 -5.66
H 5.32 3.11 -4.00
H 6.12 4.33 -5.02
H 5.88 2.24 -6.17
H 4.99 3.41 -6.91
H 3.92 1.38 -5.07
H 3.77 1.35 -6.85
H 1.72 2.31 -5.72
H 2.47 3.48 -6.79
C -0.04 -3.19 -3.08
N 0.41 -2.19 -2.13
C 0.80 -0.90 -2.42
C 0.96 -0.29 -1.21
N 0.66 -1.16 -0.20
C 0.35 -2.29 -0.79
H 0.75 -3.42 -3.79
H -0.92 -2.82 -3.61
H -0.31 -4.09 -2.54
H 0.88 -0.55 -3.43
H 1.26 0.73 -1.01
H 0.06 -3.19 -0.28
O 4.49 -0.12 1.64
S 3.62 0.22 2.73
O 3.72 1.57 3.23
N 2.06 -0.14 2.33
C 1.61 -1.13 3.04
S 0.14 -1.98 2.83
C 2.56 -1.64 4.08
C 2.38 -2.65 5.01
C 3.42 -2.93 5.89
C 4.61 -2.22 5.84
C 4.80 -1.21 4.90
C 3.75 -0.95 4.05
H 1.44 -3.19 5.04
H 3.30 -3.72 6.62
H 5.41 -2.46 6.53
H 5.72 -0.65 4.85
O -5.63 -6.00 -2.59
N -5.06 -4.96 -2.87
O -5.19 -4.38 -3.93
C -4.29 -4.30 -1.82
C -3.78 -3.03 -2.07
C -3.04 -2.40 -1.08
C -2.77 -3.04 0.17
O -2.03 -2.47 1.06
C -3.30 -4.34 0.33
C -4.07 -4.96 -0.64
N -3.05 -5.11 1.56
O -3.74 -6.11 1.73
O -2.17 -4.77 2.31
N -2.52 -1.14 -1.38
O -2.56 -0.67 -2.54
O -2.02 -0.36 -0.41
H -3.95 -2.53 -3.01
H -4.48 -5.94 -0.46
```

- LUMO level (alpha / beta) (eV) = -1.93 / -1.93
- gap between HOMO and LUMO (alpha / beta) (eV) = 4.20 / 4.38
- F_max (eV/A) = 0.99
- HOMO energy (alpha / beta) (eV) = -6.133 / -6.312
- relative energy (zero: lowest compared OMol25 entry of this formula, charge and spin) (kcal/mol) = 38.66
- spin multiplicity = 2
- total charge = 0

Atomic partial charges in e from the Mulliken method, atoms 1 to 8: Ti -0.137; C 0.007; C 0.606; C 1.078; C -0.091; C 3.059; C -1.813; C -1.887

=====

Here is a cluster of 7 separate species, C24H37Cl2F5N8O15 in total from the OMol25 dataset. Energies are from the ωB97M-V functional and the def2-TZVPD basis.

Geometry as XYZ:
```
91
Properties=species:S:1:pos:R:3
C 7.01 0.65 0.11
C 6.23 -0.63 0.35
Cl 7.39 -1.77 1.19
C 4.98 -0.56 1.25
Cl 4.99 0.89 2.32
C 3.61 -0.65 0.59
C 3.31 0.02 -0.62
N 4.31 0.82 -1.26
C 2.05 -0.10 -1.22
C 1.10 -0.86 -0.59
C 1.37 -1.53 0.60
C 2.62 -1.45 1.23
C 2.84 -2.16 2.54
C 3.00 -3.69 2.40
O 2.28 -4.42 3.39
C 0.12 -2.24 0.98
O -0.04 -2.99 1.88
N -0.92 -1.85 0.06
C -1.97 -1.12 0.84
C -3.09 -0.61 -0.05
C -4.39 -0.51 0.73
C -5.53 0.05 -0.08
F -5.36 -0.11 -1.41
F -6.68 -0.62 0.23
C -5.84 1.57 0.18
F -5.99 2.23 -0.97
F -4.84 2.16 0.84
F -6.94 1.73 0.89
C -0.31 -1.11 -0.97
O -0.82 -0.76 -1.99
H 7.66 0.52 -0.75
H 6.36 1.50 -0.04
H 7.65 0.83 0.97
H 5.99 -1.14 -0.57
H 5.05 -1.40 1.92
H 4.08 1.81 -1.20
H 4.42 0.56 -2.23
H 1.82 0.40 -2.15
H 3.68 -1.77 3.09
H 1.96 -1.99 3.16
H 4.05 -3.93 2.53
H 2.64 -4.04 1.44
H 2.17 -3.87 4.17
H -2.31 -1.82 1.59
H -1.48 -0.30 1.39
H -2.81 0.40 -0.37
H -3.20 -1.23 -0.93
H -4.22 0.07 1.63
H -4.68 -1.50 1.07
C -0.35 3.57 -3.10
N 0.44 3.54 -1.84
O 1.39 2.79 -1.79
O 0.08 4.27 -0.94
H 0.09 2.88 -3.81
H -1.37 3.29 -2.86
H -0.31 4.59 -3.48
C 6.60 -6.68 0.57
N 6.42 -5.35 1.23
O 7.10 -5.11 2.21
O 5.61 -4.60 0.73
H 7.34 -7.23 1.12
H 5.63 -7.17 0.59
H 6.91 -6.49 -0.45
C -3.87 -3.53 5.22
N -4.10 -2.91 3.88
O -5.02 -3.33 3.21
O -3.33 -2.03 3.55
H -4.62 -4.29 5.37
H -2.87 -3.95 5.21
H -3.95 -2.74 5.96
C -2.83 4.65 1.05
N -1.88 5.18 2.07
O -1.06 5.99 1.71
O -2.01 4.76 3.20
H -2.60 5.10 0.10
H -2.69 3.57 1.01
H -3.83 4.89 1.38
C 1.76 7.25 -4.98
N 1.88 5.86 -4.47
O 2.21 5.71 -3.31
O 1.63 4.96 -5.25
H 2.02 7.93 -4.18
H 2.45 7.34 -5.82
H 0.74 7.39 -5.32
C -8.11 -0.57 -3.06
N -8.18 -0.42 -4.54
O -9.15 0.12 -5.02
O -7.24 -0.86 -5.17
H -9.02 -0.15 -2.64
H -8.04 -1.63 -2.84
H -7.23 -0.05 -2.72
```

- LUMO level (eV) = -0.24
- gap between HOMO and LUMO (eV) = 9.18
- F_max (eV/A) = 0.93
- SMILES string = C[C@@H](Cl)[C@@H](Cl)c1c(N)cc2c(c1CCO)C(=O)N(CCCC(F)(F)C(F)(F)F)C2=O.C[N+](=O)[O-].C[N+](=O)[O-].C[N+](=O)[O-].C[N+](=O)[O-].C[N+](=O)[O-].C[N+](=O)[O-]
- HOMO energy (eV) = -9.426
- total charge = 0

Atomic partial charges in e from the Mulliken method, atoms 1 to 8: C -1.552; C 0.027; Cl -0.212; C -0.258; Cl -0.189; C 0.309; C 0.681; N -0.256

=====

Here is the molecule C4H5N3O in a non-equilibrium geometry from the OMol25 dataset. Energies are from the ωB97M-V functional and the def2-TZVPD basis.

Geometry as XYZ:
```
13
Properties=species:S:1:pos:R:3
C 0.24 0.01 1.17
C -0.41 0.67 -0.98
C 0.41 -0.55 -1.10
C -0.13 -1.75 -0.41
H -0.01 0.92 2.72
H -0.94 1.63 0.85
H 1.16 -0.70 -1.91
H 0.41 -2.69 -0.74
H -1.12 -1.77 0.08
N 0.53 0.16 2.40
N -0.65 0.76 0.41
N 0.89 -0.84 0.24
O -0.70 1.47 -1.80
```

- LUMO level (eV) = 0.77
- gap between HOMO and LUMO (eV) = 10.75
- F_max (eV/A) = 2.18
- SMILES string = [H]/N=C1\NC(=O)[C@@H]2CN12
- HOMO energy (eV) = -9.985
- relative energy (zero: lowest compared OMol25 entry of this formula, charge and spin) (kcal/mol) = 45.82
- total charge = 0

Atomic partial charges in e from the Mulliken method, atoms 1 to 8: C 0.545; C 0.246; C 0.058; C -0.294; H 0.214; H 0.287; H 0.305; H 0.214

=====

Here is a structure of composition C7H10O in a non-equilibrium geometry from the OMol25 dataset. Energies are from the ωB97M-V functional and the def2-TZVPD basis.

Geometry as XYZ:
```
18
Properties=species:S:1:pos:R:3
C -0.36 1.39 1.66
C 0.66 0.60 0.75
C 1.03 -0.96 0.91
C -0.02 -0.92 -0.32
C -0.49 -1.46 -1.68
C -0.81 -0.26 -2.27
C 0.54 0.28 -0.78
H -0.24 2.41 1.60
H -1.45 1.11 1.30
H -0.05 1.01 2.83
H 1.45 1.43 1.05
H 2.15 -1.38 0.89
H 0.62 -1.27 2.03
H -1.01 -0.55 -0.07
H -1.65 -2.38 -1.65
H -1.52 0.21 -3.21
H 1.45 -0.07 -1.26
O -0.31 0.80 -1.77
```

- LUMO level (eV) = 0.96
- gap between HOMO and LUMO (eV) = 9.46
- F_max (eV/A) = 6.60
- HOMO energy (eV) = -8.508
- relative energy (zero: lowest compared OMol25 entry of this formula, charge and spin) (kcal/mol) = 199.90
- total charge = 0

Atomic partial charges in e from the Mulliken method, atoms 1 to 8: C -1.101; C 0.108; C -0.408; C 0.161; C -0.874; C 0.018; C -0.065; H 0.379

=====

Here is a structure of composition C29H27Br3F4O3 in a non-equilibrium geometry from the OMol25 dataset. Energies are from the ωB97M-V functional and the def2-TZVPD basis.

Geometry as XYZ:
```
66
Properties=species:S:1:pos:R:3
C -10.51 -15.65 -4.69
C -10.00 -16.35 -5.92
C -10.51 -15.86 -7.28
O -9.33 -15.88 -8.07
C -8.23 -16.02 -7.29
O -7.13 -16.02 -7.71
O -8.59 -16.14 -6.01
H -10.42 -16.28 -3.80
H -11.54 -15.31 -4.76
H -9.95 -14.75 -4.41
H -10.19 -17.43 -5.86
H -11.05 -14.91 -7.19
H -11.29 -16.43 -7.78
F -12.35 -7.15 -11.49
C -11.36 -7.78 -10.83
C -10.59 -7.03 -9.97
C -9.69 -7.66 -9.11
C -9.56 -9.03 -9.19
C -10.29 -9.78 -10.11
C -11.19 -9.15 -10.96
H -10.65 -5.95 -9.98
H -9.11 -7.11 -8.39
H -8.95 -9.65 -8.53
H -10.10 -10.84 -10.24
H -11.74 -9.74 -11.68
F -6.38 -10.04 -7.49
C -5.66 -11.12 -7.80
C -6.30 -12.25 -8.25
C -5.59 -13.41 -8.57
C -4.23 -13.47 -8.29
C -3.55 -12.31 -7.91
C -4.30 -11.17 -7.58
H -7.38 -12.24 -8.29
H -6.02 -14.32 -8.96
H -3.62 -14.32 -8.56
H -2.52 -12.28 -7.59
H -3.78 -10.26 -7.29
F -13.34 -13.76 -7.54
C -13.83 -14.33 -6.41
C -14.50 -15.52 -6.44
C -15.15 -15.96 -5.29
C -15.19 -15.13 -4.17
C -14.61 -13.85 -4.18
C -13.85 -13.51 -5.28
H -14.44 -16.14 -7.33
H -15.63 -16.92 -5.18
H -15.78 -15.49 -3.34
H -14.68 -13.17 -3.34
H -13.39 -12.53 -5.32
F -8.09 -9.53 -12.76
C -8.16 -10.32 -13.84
C -7.76 -9.89 -15.09
C -7.76 -10.71 -16.20
C -8.25 -12.01 -16.04
C -8.71 -12.46 -14.79
C -8.56 -11.64 -13.67
H -7.36 -8.89 -15.20
H -7.50 -10.33 -17.17
H -8.41 -12.71 -16.84
H -9.09 -13.45 -14.63
H -8.80 -11.94 -12.65
C -10.37 -13.97 -11.30
Br -8.60 -13.62 -10.54
Br -11.77 -14.37 -10.01
Br -10.31 -15.38 -12.61
H -10.67 -13.08 -11.84
```

- LUMO level (eV) = -0.05
- gap between HOMO and LUMO (eV) = 9.01
- F_max (eV/A) = 2.04
- HOMO energy (eV) = -9.057
- total charge = 0

Atomic partial charges in e from the Mulliken method, atoms 1 to 8: C -1.224; C 0.648; C -0.416; O -0.263; C 0.530; O -0.536; O -0.371; H 0.376

=====

Here is a cluster of 8 separate species, C18H52O8 in total in a non-equilibrium geometry from the OMol25 dataset. Energies are from the ωB97M-V functional and the def2-TZVPD basis.

Geometry as XYZ:
```
78
Properties=species:S:1:pos:R:3
C 3.30 1.00 1.99
O 2.66 2.16 1.40
H 2.44 0.44 2.39
H 3.82 0.37 1.28
H 3.97 1.29 2.80
H 2.18 2.60 2.11
C -2.02 3.08 -3.02
O -1.84 2.62 -1.68
H -2.91 3.72 -2.99
H -1.21 3.73 -3.39
H -2.18 2.27 -3.73
H -1.05 2.05 -1.61
C -3.13 -3.88 1.70
O -3.16 -4.36 3.10
H -2.21 -4.15 1.18
H -3.91 -4.37 1.10
H -3.32 -2.81 1.76
H -2.28 -4.63 3.39
C -0.03 0.45 0.33
C 0.90 0.24 -0.85
C 0.19 -0.64 -1.90
O 1.12 1.47 -1.55
H -0.97 0.91 0.03
H 0.48 0.98 1.13
H -0.33 -0.54 0.70
H 1.84 -0.22 -0.54
H -0.83 -0.25 -1.98
H 0.10 -1.65 -1.50
H 0.76 -0.69 -2.82
H 1.85 1.95 -1.13
C 2.52 -3.93 -2.00
C 3.51 -4.27 -0.89
C 3.61 -3.10 0.09
O 3.04 -5.41 -0.15
H 2.83 -3.08 -2.63
H 1.51 -3.75 -1.66
H 2.43 -4.78 -2.70
H 4.48 -4.44 -1.37
H 3.81 -3.47 1.09
H 2.67 -2.54 0.15
H 4.38 -2.41 -0.26
H 3.13 -6.16 -0.75
C -5.06 0.40 1.26
C -5.82 -0.32 0.16
C -5.35 -1.76 0.13
O -7.23 -0.30 0.43
H -5.38 1.43 1.43
H -3.99 0.36 1.04
H -5.17 -0.15 2.21
H -5.60 0.22 -0.76
H -5.60 -2.22 1.09
H -4.26 -1.82 0.04
H -5.78 -2.32 -0.70
H -7.43 -0.98 1.08
C -3.11 3.18 2.39
C -3.20 4.45 1.55
C -3.16 5.66 2.42
O -2.15 4.59 0.59
H -4.07 2.80 2.75
H -2.52 3.34 3.30
H -2.55 2.42 1.84
H -4.16 4.45 1.01
H -2.15 5.92 2.75
H -3.73 5.58 3.35
H -3.58 6.53 1.90
H -2.17 3.89 -0.08
C 6.18 1.01 -0.77
C 6.14 -0.41 -1.22
C 5.01 -0.62 -2.19
O 7.44 -0.72 -1.83
H 6.37 1.75 -1.56
H 7.04 1.20 -0.11
H 5.26 1.34 -0.28
H 6.17 -1.05 -0.32
H 4.94 0.07 -3.02
H 4.09 -0.53 -1.59
H 5.02 -1.62 -2.63
H 7.43 -1.55 -2.30
```

- LUMO level (eV) = 0.35
- gap between HOMO and LUMO (eV) = 10.08
- F_max (eV/A) = 1.83
- SMILES string = CC(C)O.CC(C)O.CC(C)O.CC(C)O.CC(C)O.CO.CO.CO
- HOMO energy (eV) = -9.722
- relative energy (zero: lowest compared OMol25 entry of this formula, charge and spin) (kcal/mol) = 69.05
- total charge = 0

Atomic partial charges in e from the Mulliken method, atoms 1 to 8: C -0.449; O -0.473; H 0.319; H -0.028; H 0.364; H 0.274; C -0.791; O -0.431

=====

Copy entry 3 word for word.
Here is the molecule C4H5N3O in a non-equilibrium geometry from the OMol25 dataset. Energies are from the ωB97M-V functional and the def2-TZVPD basis.

Geometry as XYZ:
```
13
Properties=species:S:1:pos:R:3
C 0.24 0.01 1.17
C -0.41 0.67 -0.98
C 0.41 -0.55 -1.10
C -0.13 -1.75 -0.41
H -0.01 0.92 2.72
H -0.94 1.63 0.85
H 1.16 -0.70 -1.91
H 0.41 -2.69 -0.74
H -1.12 -1.77 0.08
N 0.53 0.16 2.40
N -0.65 0.76 0.41
N 0.89 -0.84 0.24
O -0.70 1.47 -1.80
```

- LUMO level (eV) = 0.77
- gap between HOMO and LUMO (eV) = 10.75
- F_max (eV/A) = 2.18
- SMILES string = [H]/N=C1\NC(=O)[C@@H]2CN12
- HOMO energy (eV) = -9.985
- relative energy (zero: lowest compared OMol25 entry of this formula, charge and spin) (kcal/mol) = 45.82
- total charge = 0

Atomic partial charges in e from the Mulliken method, atoms 1 to 8: C 0.545; C 0.246; C 0.058; C -0.294; H 0.214; H 0.287; H 0.305; H 0.214